(1)
Here is a 12-piece molecular cluster, C44H84Br2ClIN3O15P2S overall at a distorted geometry from the Open Molecules 2025 dataset. Energies are from ωB97M-V with the def2-TZVPD basis set.

calculated total energy = -272280.897 eV
strongest force on any atom = 4.44 eV/A
HOMO = -9.9 eV
orbital gap = 0.248 Ha

The geometry in ORCA input format:
```
! wB97M-V def2-TZVPD RIJCOSX def2/J DEFGRID3
* xyz 1 1
C -1.171 -0.029 -0.702
C -0.958 -1.636 -0.517
C 0.164 -2.305 -1.412
I 0.013 -1.181 -3.318
N 1.536 -2.701 -0.883
C 1.490 -3.120 0.576
Br 1.692 -4.971 1.325
C 1.355 -2.252 1.691
C 1.296 -2.744 3.221
Br 1.281 -0.323 1.565
C 1.804 -3.907 -1.810
N 1.068 -5.172 -1.543
C 0.595 -5.685 -2.623
S 0.490 -6.583 -4.010
C 3.295 -4.372 -2.075
N 3.921 -5.253 -1.060
O 4.271 -3.350 -2.384
C 3.518 -2.144 -2.580
C 2.715 -1.815 -1.178
Cl 2.542 -0.007 -1.348
P 4.250 -1.980 0.005
P 5.273 -0.010 0.088
O 4.546 1.004 0.968
O 5.736 0.548 -1.433
O 6.736 -0.378 0.901
H -1.617 0.297 0.307
H -1.964 0.217 -1.468
H -0.203 0.539 -0.801
H -0.995 -1.901 0.581
H -1.994 -1.995 -0.878
H -0.399 -3.231 -1.795
H 2.262 -3.269 3.533
H 0.384 -3.428 3.330
H 1.147 -1.892 3.948
H 1.404 -3.701 -2.869
H 3.246 -5.030 -3.020
H 4.072 -6.199 -1.423
H 4.827 -4.861 -0.763
H 2.883 -2.088 -3.507
H 4.304 -1.314 -2.690
H 3.930 -2.180 1.361
H 5.279 1.410 -1.584
H 7.134 0.469 1.210
C 7.277 -2.514 -2.933
C 8.054 -3.092 -4.086
O 8.069 -2.549 -5.172
C 8.811 -4.370 -3.839
H 6.782 -1.595 -3.256
H 6.517 -3.224 -2.605
H 7.954 -2.276 -2.110
H 8.118 -5.163 -3.550
H 9.556 -4.216 -3.056
H 9.323 -4.670 -4.755
C 1.335 1.763 6.787
C 1.228 0.803 5.633
O 1.444 -0.387 5.777
C 0.845 1.368 4.292
H 1.618 1.216 7.688
H 2.100 2.513 6.577
H 0.371 2.246 6.959
H 1.590 2.101 3.971
H -0.141 1.833 4.352
H 0.809 0.558 3.557
C 6.723 3.627 4.271
C 5.290 4.078 4.173
O 4.784 4.765 5.038
C 4.508 3.643 2.962
H 7.162 4.013 5.193
H 6.769 2.536 4.292
H 7.293 4.013 3.424
H 4.456 2.553 2.924
H 4.980 4.030 2.057
H 3.493 4.041 3.026
C 5.989 6.716 6.921
C 6.153 8.192 7.158
O 7.213 8.753 6.953
C 4.952 8.948 7.660
H 6.933 6.300 6.562
H 5.720 6.219 7.854
H 5.223 6.544 6.168
H 4.637 8.547 8.625
H 4.137 8.874 6.937
H 5.214 10.001 7.786
C 3.745 4.566 11.587
C 4.549 5.336 10.573
O 4.040 5.758 9.553
C 6.007 5.563 10.873
H 2.713 4.480 11.241
H 4.160 3.563 11.707
H 3.750 5.093 12.544
H 6.522 4.604 10.962
H 6.112 6.134 11.798
H 6.461 6.130 10.059
C -2.639 -6.370 -8.383
C -2.182 -6.523 -6.957
O -2.035 -5.554 -6.233
C -1.914 -7.921 -6.461
H -2.793 -5.312 -8.602
H -1.878 -6.760 -9.061
H -3.583 -6.899 -8.529
H -1.120 -8.380 -7.055
H -2.825 -8.519 -6.523
H -1.593 -7.879 -5.418
C -3.854 1.531 -5.469
C -3.337 0.136 -5.255
O -3.148 -0.307 -4.134
C -3.061 -0.696 -6.480
H -4.007 2.012 -4.501
H -3.126 2.114 -6.038
H -4.807 1.498 -5.998
H -2.299 -0.211 -7.094
H -3.980 -0.829 -7.053
H -2.694 -1.678 -6.175
C -7.673 4.374 -4.732
C -7.326 3.092 -5.441
O -6.381 3.028 -6.205
C -8.195 1.894 -5.168
H -6.965 5.151 -5.024
H -8.679 4.693 -5.013
H -7.611 4.229 -3.652
H -9.223 2.104 -5.468
H -8.155 1.640 -4.108
H -7.828 1.042 -5.746
C -3.651 2.474 3.725
C -3.309 1.191 3.017
O -2.358 1.120 2.261
C -4.191 -0.001 3.278
H -2.933 3.246 3.443
H -4.651 2.804 3.437
H -3.600 2.327 4.806
H -5.215 0.219 2.969
H -4.164 -0.258 4.339
H -3.827 -0.854 2.702
C -6.281 -2.356 -4.048
C -5.545 -2.981 -5.204
O -5.512 -2.446 -6.294
C -4.851 -4.294 -4.955
H -6.731 -1.415 -4.372
H -7.074 -3.024 -3.707
H -5.585 -2.148 -3.233
H -5.581 -5.050 -4.654
H -4.092 -4.172 -4.180
H -4.364 -4.625 -5.873
C -11.042 -0.587 -2.492
C -10.878 0.895 -2.279
O -9.829 1.456 -2.530
C -12.063 1.653 -1.745
H -10.110 -1.002 -2.880
H -11.275 -1.075 -1.544
H -11.837 -0.773 -3.218
H -12.342 1.264 -0.763
H -12.903 1.566 -2.437
H -11.802 2.707 -1.642
*
```

Atomic partial charges in e from the Mulliken method, atoms 1 to 6:
1 C -0.7771
2 C -0.0946
3 C -1.4046
4 I 0.2210
5 N 2.0779
6 C 0.1605

---

(2)
Here is C38H33NNiOP3S2 as an isolated structure at a distorted geometry from the Open Molecules 2025 dataset. Energies are from ωB97M-V with the def2-TZVPD basis set.

calculated total energy = -134052.663 eV
strongest force on any atom = 1.93 eV/A
ΔE to the lowest compared entry with this formula, charge and spin = 0.00 kcal per mole
HOMO (alpha / beta) = -10.9 / -10.8 eV
orbital gap (alpha / beta) = 0.267 / 0.244 Ha

The geometry in ORCA input format:
```
! wB97M-V def2-TZVPD RIJCOSX def2/J DEFGRID3
* xyz 1 3
Ni 0.514 2.083 0.627
S 2.653 0.841 0.617
P 1.303 -0.648 0.602
C -0.256 0.186 0.741
P -0.945 0.342 2.338
S 0.265 1.732 3.132
C -1.114 -1.179 3.257
C -1.814 -2.232 2.661
C -1.969 -3.429 3.341
C -1.422 -3.575 4.614
C -0.719 -2.531 5.202
C -0.561 -1.327 4.522
C -2.648 0.958 2.192
C -2.973 1.984 1.300
C -4.265 2.479 1.227
C -5.256 1.955 2.053
C -4.945 0.948 2.952
C -3.646 0.449 3.022
C 1.728 -1.902 1.824
C 2.534 -1.562 2.910
C 2.855 -2.524 3.861
C 2.371 -3.821 3.731
C 1.562 -4.162 2.651
C 1.244 -3.207 1.695
C 1.232 -1.529 -0.973
C 2.402 -2.092 -1.483
C 2.370 -2.790 -2.679
C 1.171 -2.926 -3.379
C 0.001 -2.372 -2.874
C 0.029 -1.677 -1.664
H -2.242 -2.113 1.668
H -2.514 -4.247 2.883
H -1.542 -4.513 5.147
H -0.288 -2.654 6.191
H 0.000 -0.512 4.968
H -2.226 2.410 0.666
H -4.503 3.273 0.527
H -6.270 2.338 1.995
H -5.712 0.547 3.605
H -3.415 -0.336 3.732
H 2.904 -0.549 3.005
H 3.486 -2.261 4.704
H 2.629 -4.573 4.470
H 1.185 -5.175 2.551
H 0.618 -3.477 0.851
H 3.338 -1.968 -0.950
H 3.281 -3.226 -3.075
H 1.151 -3.472 -4.317
H -0.933 -2.478 -3.419
H -0.880 -1.238 -1.266
C 0.604 4.395 -1.801
P 0.642 2.580 -1.614
C 2.138 2.100 -2.500
C 3.274 2.902 -2.411
C 4.426 2.559 -3.102
C 4.445 1.417 -3.894
C 3.313 0.617 -3.989
C 2.160 0.953 -3.290
C -0.743 2.024 -2.639
C -0.754 2.322 -4.005
C -1.844 1.968 -4.785
C -2.933 1.315 -4.210
C -2.925 1.010 -2.857
C -1.830 1.363 -2.069
H 0.747 4.662 -2.848
H 1.381 4.873 -1.205
H -0.369 4.759 -1.469
H 3.276 3.792 -1.787
H 5.309 3.186 -3.025
H 5.341 1.157 -4.447
H 3.323 -0.274 -4.606
H 1.281 0.327 -3.376
H 0.099 2.812 -4.465
H -1.845 2.196 -5.845
H -3.785 1.043 -4.825
H -3.767 0.493 -2.408
H -1.807 1.095 -1.021
O 0.086 4.396 1.262
N 0.984 3.706 1.274
*
```

Atomic partial charges in e from the Mulliken method, atoms 1 to 6:
1 Ni -0.1008
2 S -0.4893
3 P 1.8365
4 C -1.4561
5 P 1.9601
6 S -0.4628